Density functional theory data (ωB97M-V with the def2-TZVPD basis set) for an isolated molecule of C13H23BN2O7 at a distorted geometry.

Geometry (Å):
C (3.197, -0.087, 0.127)
C (2.350, 1.022, 0.134)
C (0.778, 0.842, 0.370)
C (0.246, 0.148, -0.921)
C (0.230, -1.409, -0.849)
O (-0.828, -1.836, -1.751)
C (-0.822, -3.212, -1.877)
O (-1.506, -3.896, -1.213)
C (0.100, -3.930, -2.910)
C (1.439, -4.348, -2.195)
O (0.770, 0.162, 1.626)
C (1.244, 1.161, 2.497)
O (1.586, 0.985, 3.577)
O (1.205, 2.428, 1.901)
C (0.268, 2.240, 0.790)
C (-1.132, 2.382, 1.519)
C (-2.179, 1.264, 1.206)
O (-3.489, 1.900, 1.294)
C (-2.201, 0.121, 2.294)
N (-2.334, -1.171, 1.558)
B (0.301, 3.280, -0.434)
N (1.444, 4.201, -0.592)
O (-0.693, 3.351, -1.402)
H (3.190, -0.755, -0.751)
H (3.848, -0.215, 1.007)
H (2.830, 2.006, 0.010)
H (0.947, 0.405, -1.740)
H (-0.749, 0.483, -1.263)
H (0.092, -1.806, 0.173)
H (1.166, -1.822, -1.284)
H (-0.464, -4.800, -3.289)
H (0.270, -3.261, -3.778)
H (2.219, -3.584, -2.353)
H (1.776, -5.325, -2.592)
H (1.220, -4.479, -1.117)
H (-1.584, 3.334, 1.155)
H (-1.046, 2.513, 2.617)
H (-2.132, 0.850, 0.187)
H (-3.592, 2.144, 2.227)
H (-1.294, 0.147, 2.927)
H (-3.085, 0.227, 2.957)
H (-2.148, -1.900, 2.250)
H (-3.331, -1.256, 1.350)
H (2.179, 3.761, -1.151)
H (1.118, 4.994, -1.153)
H (-1.403, 2.738, -1.138)

Output
- net charge = 0
- energy (eV) = -31839.888
- frontier orbital gap (eV) = 7.66



Density functional theory data (ωB97M-V with the def2-TZVPD basis set) for a structure of composition C28H59AlBCl22O5 at a distorted geometry.

Geometry (Å):
C (3.032, 0.471, 6.829)
C (1.960, -0.284, 6.076)
C (0.926, -0.723, 7.091)
C (1.529, -1.834, 7.933)
C (-0.429, -1.055, 6.505)
C (-0.505, -1.809, 5.160)
O (-1.406, -1.186, 4.335)
Al (-2.388, 0.007, 5.230)
O (-3.991, -0.497, 5.915)
B (-4.559, 0.422, 6.621)
O (-5.228, 0.095, 7.739)
O (-4.595, 1.745, 6.288)
O (-1.123, 0.123, 6.510)
H (2.623, 1.044, 7.611)
H (3.580, 1.120, 6.200)
H (3.704, -0.218, 7.252)
H (2.434, -1.101, 5.603)
H (1.567, 0.367, 5.343)
H (0.780, 0.105, 7.712)
H (2.489, -2.081, 7.589)
H (1.675, -1.504, 8.923)
H (0.912, -2.686, 8.000)
H (-0.871, -1.733, 7.217)
H (-1.021, -2.724, 5.403)
H (0.396, -2.144, 4.707)
H (-2.575, 1.261, 4.303)
H (-4.942, -0.742, 8.022)
H (-3.743, 2.107, 6.286)
Cl (3.243, -1.317, 2.264)
C (1.767, -0.787, 1.412)
C (1.577, 0.690, 1.554)
Cl (1.159, 1.170, 3.223)
H (0.918, -1.339, 1.806)
H (1.891, -1.046, 0.370)
H (0.761, 1.024, 0.926)
H (2.477, 1.223, 1.263)
Cl (3.763, -4.116, 0.818)
C (2.250, -4.845, 0.238)
C (2.047, -4.800, -1.258)
Cl (1.753, -3.200, -1.985)
H (1.444, -4.363, 0.775)
H (2.284, -5.890, 0.530)
H (1.170, -5.395, -1.503)
H (2.903, -5.216, -1.775)
Cl (1.638, 4.607, 2.940)
C (0.219, 5.246, 2.069)
C (-0.877, 4.224, 1.995)
Cl (-0.437, 2.872, 0.921)
H (0.531, 5.566, 1.080)
H (-0.122, 6.119, 2.619)
H (-1.780, 4.665, 1.585)
H (-1.108, 3.824, 2.975)
Cl (-2.967, -8.011, 3.639)
C (-2.551, -6.824, 4.909)
C (-2.426, -5.430, 4.367)
Cl (-1.008, -5.245, 3.308)
H (-1.632, -7.148, 5.381)
H (-3.347, -6.857, 5.646)
H (-2.299, -4.726, 5.186)
H (-3.304, -5.141, 3.804)
Cl (0.854, -0.257, -3.665)
C (2.440, -0.661, -4.379)
C (2.393, -0.761, -5.880)
Cl (1.449, -2.185, -6.421)
H (2.775, -1.594, -3.941)
H (3.127, 0.125, -4.077)
H (3.402, -0.887, -6.267)
H (1.959, 0.121, -6.350)
Cl (2.800, 4.603, -9.029)
C (2.584, 2.842, -9.192)
C (1.540, 2.311, -8.253)
Cl (2.057, 2.396, -6.549)
H (3.546, 2.371, -9.028)
H (2.282, 2.656, -10.219)
H (1.348, 1.262, -8.474)
H (0.609, 2.855, -8.346)
Cl (7.350, 3.891, 1.638)
C (6.447, 5.098, 0.687)
C (5.025, 5.241, 1.152)
Cl (4.054, 3.796, 0.802)
H (6.495, 4.808, -0.355)
H (6.966, 6.046, 0.804)
H (4.553, 6.072, 0.633)
H (4.970, 5.429, 2.218)
Cl (-4.494, -3.375, -5.866)
C (-2.886, -2.877, -6.462)
C (-2.124, -2.082, -5.443)
Cl (-2.849, -0.476, -5.160)
H (-3.027, -2.317, -7.379)
H (-2.340, -3.787, -6.694)
H (-1.110, -1.912, -5.792)
H (-2.079, -2.604, -4.499)
Cl (0.571, 4.897, -11.927)
C (0.627, 6.537, -11.237)
C (0.255, 7.589, -12.243)
Cl (1.481, 7.757, -13.525)
H (1.622, 6.698, -10.841)
H (-0.077, 6.557, -10.410)
H (0.178, 8.553, -11.750)
H (-0.695, 7.367, -12.715)
Cl (-2.556, -7.793, -2.345)
C (-2.377, -6.302, -1.381)
C (-2.592, -5.065, -2.203)
Cl (-1.289, -4.812, -3.396)
H (-1.393, -6.312, -0.928)
H (-3.119, -6.346, -0.589)
H (-2.601, -4.192, -1.556)
H (-3.533, -5.100, -2.741)
Cl (-3.517, 2.421, 2.163)
C (-5.215, 2.321, 2.661)
C (-6.125, 1.982, 1.517)
Cl (-6.245, 3.308, 0.323)
H (-5.488, 3.264, 3.119)
H (-5.272, 1.544, 3.422)
H (-7.130, 1.803, 1.889)
H (-5.789, 1.094, 0.995)

Output
- net charge = -1
- energy (eV) = -323008.041
- relative energy (zero: lowest compared OMol25 entry of this formula, charge and spin) (kcal/mol) = 0.0
- frontier orbital gap (eV) = 6.76



Density functional theory data (ωB97M-V with the def2-TZVPD basis set) for a structure of composition C48H42CsFN8O5S at a distorted geometry.

Geometry (Å):
Cs (0.391, -1.204, -0.918)
O (-4.340, 3.828, 2.700)
C (-3.351, 3.504, 2.039)
N (-2.798, 2.301, 1.838)
C (-3.566, 1.194, 1.926)
O (-4.784, 1.098, 1.795)
C (-2.805, -0.106, 2.204)
C (-3.544, -1.244, 2.512)
C (-2.877, -2.413, 2.838)
C (-1.492, -2.420, 2.844)
C (-0.834, -1.249, 2.502)
N (-1.472, -0.121, 2.186)
C (-2.597, 4.665, 1.392)
C (-3.363, 5.657, 0.775)
C (-2.730, 6.717, 0.161)
C (-1.342, 6.785, 0.203)
C (-0.666, 5.776, 0.862)
N (-1.267, 4.735, 1.438)
H (-4.622, -1.171, 2.490)
H (-3.433, -3.312, 3.080)
H (-0.919, -3.308, 3.080)
H (0.251, -1.209, 2.464)
H (-4.439, 5.561, 0.797)
H (-3.304, 7.483, -0.346)
H (-0.797, 7.595, -0.264)
H (0.418, 5.792, 0.926)
C (-0.452, -8.748, 2.298)
C (-0.840, -8.606, 0.830)
C (-2.138, -9.359, 0.574)
C (-2.615, -9.164, -0.853)
C (-2.795, -7.697, -1.120)
C (-3.759, -7.235, -1.988)
C (-3.884, -5.872, -2.224)
F (-4.849, -5.465, -3.083)
C (-3.070, -4.957, -1.622)
C (-2.085, -5.406, -0.735)
C (-1.190, -4.391, -0.115)
O (-1.439, -3.200, -0.259)
C (-0.088, -4.947, 0.643)
C (-0.086, -6.275, 0.896)
N (-0.986, -7.193, 0.438)
C (-1.956, -6.773, -0.466)
C (1.106, -4.151, 1.213)
O (1.659, -4.664, 2.202)
O (1.409, -3.108, 0.591)
H (-0.483, -9.805, 2.568)
H (-1.161, -8.207, 2.926)
H (0.547, -8.379, 2.518)
H (-0.054, -9.055, 0.207)
H (-2.900, -8.996, 1.271)
H (-1.967, -10.415, 0.793)
H (-3.552, -9.695, -1.032)
H (-1.875, -9.582, -1.545)
H (-4.421, -7.926, -2.496)
H (-3.160, -3.894, -1.804)
H (0.705, -6.639, 1.535)
C (4.420, -2.194, -5.383)
C (4.525, -2.323, -3.863)
C (5.052, -1.079, -3.196)
C (6.410, -0.936, -2.933)
C (6.902, 0.196, -2.302)
C (6.019, 1.190, -1.909)
C (4.655, 1.082, -2.151)
C (3.714, 2.158, -1.673)
C (3.399, 3.224, -2.723)
C (4.173, -0.050, -2.827)
N (2.795, -0.197, -3.052)
C (2.300, 0.312, -4.124)
C (0.929, 0.301, -4.520)
C (0.424, 0.923, -5.678)
C (-0.952, 0.701, -5.660)
C (-1.193, -0.041, -4.489)
N (-0.074, -0.287, -3.798)
H (4.079, -3.129, -5.834)
H (5.388, -1.936, -5.819)
H (3.708, -1.414, -5.656)
H (5.185, -3.160, -3.615)
H (3.539, -2.551, -3.454)
H (7.085, -1.738, -3.217)
H (7.961, 0.288, -2.090)
H (6.385, 2.059, -1.372)
H (4.160, 2.639, -0.801)
H (2.782, 1.697, -1.338)
H (4.318, 3.686, -3.093)
H (2.770, 4.008, -2.295)
H (2.867, 2.801, -3.575)
H (2.968, 0.826, -4.831)
H (1.001, 1.466, -6.415)
H (-1.686, 1.033, -6.380)
H (-2.151, -0.399, -4.131)
N (0.251, 2.107, 2.017)
C (1.518, 1.747, 1.871)
N (1.923, 0.531, 1.648)
C (3.299, 0.460, 1.592)
C (4.021, -0.706, 1.333)
C (5.403, -0.636, 1.281)
C (6.077, 0.568, 1.486)
C (5.370, 1.736, 1.738)
C (3.986, 1.670, 1.788)
S (2.824, 2.949, 2.038)
H (-0.473, 1.379, 1.977)
H (-0.082, 3.060, 1.936)
H (3.480, -1.634, 1.176)
H (5.970, -1.533, 1.064)
H (7.158, 0.600, 1.427)
H (5.887, 2.677, 1.881)

Output
- net charge = -2
- energy (eV) = -86723.192
- relative energy (zero: lowest compared OMol25 entry of this formula, charge and spin) (kcal/mol) = 9.3
- frontier orbital gap (eV) = 5.78



Which of these has the highest energy?
C13H23BN2O7



Look up the frontier orbital gap of the third one.
5.78 eV



Among the records above, which one has the lowest frontier orbital gap?
C48H42CsFN8O5S



Among the records above, which one has the highest frontier orbital gap?
C13H23BN2O7